# C14H28FeO14

A molecular structure, C14H28FeO14 in a non-equilibrium geometry (ωB97M-V with the def2-TZVPD basis set, OMol25).

Its spin multiplicity is 5. The total energy is -2867.29795 hartree. As for the expectation value of S²: 6.0079. The calculation puts the energy above the lowest of the compared OMol25 structures with the same formula, charge and spin at 0.00 kcal/mol.

Each line ends with the Mulliken spin population.
Positions of all 57 atoms, in Å:
Fe (-0.765, 0.242, -0.152)  3.793
O (-1.324, 1.924, -1.211)  0.088
C (-2.607, 2.225, -0.720)  0.007
C (-3.451, 1.009, -0.250)  -0.010
O (-2.757, 0.030, 0.503)  0.063
H (-3.208, 2.781, -1.449)  0.004
H (-2.486, 2.821, 0.200)  -0.004
H (-4.053, 0.493, -1.016)  -0.003
H (-4.212, 1.412, 0.440)  0.004
C (0.002, 3.929, 1.278)  0.001
O (-0.057, 3.265, 2.527)  0.003
C (-0.273, 1.944, 2.465)  0.011
O (-0.049, 1.259, 1.502)  -0.010
O (-0.788, 1.541, 3.593)  0.003
C (-1.220, 0.183, 3.621)  -0.002
H (-0.962, 4.176, 0.831)  0.000
H (0.415, 3.265, 0.507)  0.001
H (0.685, 4.768, 1.372)  0.000
H (-0.408, -0.542, 3.632)  0.001
H (-1.949, -0.012, 2.830)  0.003
H (-1.757, 0.042, 4.559)  0.000
C (4.677, 0.164, -0.174)  0.000
O (3.263, -0.041, -0.135)  0.000
C (2.420, 0.733, -0.797)  0.009
O (1.246, 0.587, -0.885)  0.008
O (3.062, 1.765, -1.327)  0.001
C (2.259, 2.680, -2.090)  -0.001
H (4.870, 1.219, 0.003)  0.000
H (5.073, -0.188, -1.126)  0.000
H (5.074, -0.446, 0.635)  0.000
H (1.854, 2.210, -2.990)  0.000
H (2.878, 3.474, -2.496)  0.000
H (1.432, 2.952, -1.436)  0.002
C (-3.092, -1.170, -2.856)  0.001
O (-1.981, -1.821, -3.466)  0.000
C (-0.858, -1.757, -2.782)  -0.003
O (-0.669, -1.158, -1.758)  0.012
O (0.059, -2.469, -3.406)  0.001
C (1.269, -2.772, -2.743)  -0.001
H (-3.118, -0.087, -3.000)  0.000
H (-3.073, -1.359, -1.783)  0.000
H (-4.021, -1.492, -3.321)  0.000
H (1.985, -1.961, -2.849)  0.000
H (1.643, -3.722, -3.118)  0.000
H (1.157, -2.995, -1.678)  0.000
C (2.284, -1.711, 2.739)  0.000
O (1.157, -2.588, 2.705)  0.002
C (0.321, -2.412, 1.687)  0.000
O (0.205, -1.422, 1.014)  0.011
O (-0.487, -3.444, 1.608)  0.000
C (-1.634, -3.261, 0.767)  0.005
H (2.611, -1.706, 3.779)  0.000
H (2.004, -0.702, 2.451)  0.001
H (3.101, -2.142, 2.163)  0.000
H (-2.224, -4.170, 0.825)  0.000
H (-1.334, -3.174, -0.279)  -0.001
H (-2.186, -2.368, 1.056)  0.000


# C35H34ClN2ORu

A molecular structure, C35H34ClN2ORu in a non-equilibrium geometry (ωB97M-V with the def2-TZVPD basis set, OMol25).

Its spin multiplicity is 6. The total energy is -2093.68602 hartree. As for the expectation value of S²: 8.8283. The calculation puts the energy above the lowest of the compared OMol25 structures with the same formula, charge and spin at 28.45 kcal/mol.

Each line ends with the Mulliken spin population.
Positions of all 74 atoms, in Å:
Ru (15.336, 10.236, 9.136)  2.597
Cl (11.082, 10.770, 15.211)  0.003
C (12.195, 10.277, 14.007)  0.027
C (13.406, 9.684, 14.364)  -0.015
C (14.432, 9.530, 13.390)  0.054
C (14.229, 9.800, 11.999)  0.057
O (15.169, 9.514, 11.129)  0.118
C (12.947, 10.356, 11.660)  0.143
C (12.384, 10.470, 10.204)  0.079
N (13.303, 9.814, 9.276)  0.156
C (13.103, 8.572, 8.896)  0.031
C (11.956, 7.848, 9.178)  0.119
C (11.811, 6.537, 8.795)  -0.052
C (12.726, 5.949, 7.935)  0.102
C (13.843, 6.649, 7.512)  -0.051
C (14.862, 6.146, 6.691)  0.085
C (16.123, 6.693, 6.699)  -0.055
C (16.378, 7.766, 7.566)  0.153
N (15.334, 8.531, 8.109)  -0.019
C (14.109, 7.914, 8.100)  -0.001
C (11.983, 10.492, 12.659)  -0.011
H (13.633, 9.663, 15.395)  0.000
H (15.404, 9.038, 13.588)  0.000
H (11.461, 9.853, 10.248)  0.107
H (11.152, 8.384, 9.683)  0.044
H (10.865, 6.046, 9.147)  -0.002
H (12.607, 4.886, 7.730)  0.003
H (14.726, 5.291, 6.072)  0.005
H (16.834, 6.412, 5.898)  0.000
H (17.337, 8.115, 7.853)  0.008
H (11.008, 10.719, 12.324)  -0.005
C (14.896, 12.592, 5.769)  -0.003
C (15.372, 12.421, 7.141)  0.168
C (15.351, 13.384, 8.176)  0.044
C (15.802, 13.099, 9.484)  0.215
C (15.384, 13.882, 10.692)  0.002
C (16.556, 11.944, 9.657)  0.103
C (16.936, 11.136, 8.527)  -0.001
C (18.257, 10.479, 8.469)  0.020
C (16.073, 11.160, 7.423)  0.103
H (14.430, 11.753, 5.329)  0.007
H (15.737, 12.855, 5.102)  0.018
H (14.134, 13.370, 5.750)  0.004
H (14.900, 14.355, 7.938)  0.006
H (16.090, 14.689, 10.913)  0.020
H (15.262, 13.257, 11.638)  0.002
H (14.407, 14.376, 10.517)  -0.003
H (17.066, 11.752, 10.654)  0.000
H (18.554, 10.133, 9.458)  0.002
H (19.104, 11.124, 8.187)  0.001
H (18.157, 9.562, 7.817)  -0.003
H (16.340, 10.589, 6.521)  0.001
C (11.875, 11.712, 7.201)  0.126
C (11.217, 12.183, 8.551)  0.220
C (11.100, 13.732, 8.540)  0.041
C (11.882, 11.791, 9.840)  0.336
C (9.753, 11.561, 8.532)  0.104
C (8.768, 12.185, 9.337)  -0.002
C (7.486, 11.685, 9.503)  0.001
C (7.056, 10.580, 8.789)  0.007
C (7.919, 10.108, 7.747)  -0.001
C (9.268, 10.555, 7.704)  0.018
H (12.847, 12.200, 7.132)  -0.047
H (11.205, 12.066, 6.354)  0.000
H (11.989, 10.630, 7.217)  0.002
H (12.126, 14.153, 8.521)  -0.015
H (10.602, 14.180, 9.405)  -0.005
H (10.529, 14.080, 7.677)  0.002
H (11.998, 12.546, 10.660)  -0.169
H (8.951, 13.057, 9.969)  -0.005
H (6.740, 12.151, 10.135)  0.000
H (5.936, 10.363, 8.845)  0.000
H (7.636, 9.406, 6.995)  0.000
H (9.995, 10.154, 7.053)  0.003


# C3H9NO

2 unconnected molecules or ions with the total composition C3H9NO in a non-equilibrium geometry (ωB97M-V with the def2-TZVPD basis set, OMol25).

The net charge is +1. Its spin multiplicity is 2. The total energy is -249.26480 hartree. As for the expectation value of S²: 0.7575. The calculation puts the energy above the lowest of the compared OMol25 structures with the same formula, charge and spin at 79.98 kcal/mol.

Each line ends with the Mulliken spin population.
Positions of all 14 atoms, in Å:
C (-1.475, -2.115, -0.792)  0.003
N (-0.287, -2.224, -1.054)  0.797
H (-1.806, -2.073, 0.239)  0.064
H (-2.261, -2.090, -1.585)  0.095
H (-0.045, -2.653, -1.946)  0.038
H (0.348, 0.127, -0.870)  0.001
C (0.472, 0.879, 0.926)  -0.001
O (-0.008, 0.915, -0.420)  0.001
C (1.163, 2.199, 1.248)  0.000
H (-0.378, 0.706, 1.589)  0.000
H (1.134, 0.012, 1.055)  0.000
H (0.435, 3.030, 1.171)  0.000
H (1.554, 2.120, 2.278)  0.000
H (2.007, 2.341, 0.556)  0.000


# C19H35BCl26N4O2PS

14 unconnected molecules or ions with the total composition C19H35BCl26N4O2PS in a non-equilibrium geometry (ωB97M-V with the def2-TZVPD basis set, OMol25).

The net charge is +1. The total energy is -13843.44095 hartree.

Each line ends with the Mulliken charge.
Positions of all 89 atoms, in Å:
C (2.263, -2.012, 1.967)  -0.836
B (1.875, -1.752, 0.392)  0.483
O (2.670, -2.173, -0.722)  -0.639
C (0.432, -0.964, 0.175)  0.398
N (-0.692, -1.758, -0.125)  -0.794
N (-1.858, -1.151, -0.258)  0.432
C (-2.274, 0.205, -0.148)  0.295
N (-3.702, 0.605, -0.312)  -0.469
C (-4.248, 0.201, 0.824)  0.347
S (-4.882, -0.584, 2.146)  -0.003
C (-1.114, 1.268, 0.166)  -0.690
C (0.260, 0.573, 0.331)  0.661
P (1.710, 1.740, 0.782)  0.042
N (3.187, 1.281, -0.047)  -0.397
O (1.914, 1.515, 2.497)  -0.356
H (2.217, -0.987, 2.505)  0.258
H (1.369, -2.603, 2.398)  0.327
H (3.263, -2.535, 2.101)  0.255
H (3.401, -1.547, -0.921)  0.276
H (-2.645, -1.797, -0.488)  0.315
H (-1.317, 2.379, 0.290)  0.379
H (3.132, 1.370, -1.069)  0.258
H (4.007, 1.759, 0.353)  0.183
H (2.881, 1.528, 2.687)  0.249
C (-0.232, 2.362, 4.911)  0.325
Cl (1.114, 2.785, 5.975)  -0.173
Cl (-1.398, 1.322, 5.740)  -0.138
H (-0.734, 3.275, 4.595)  0.294
H (0.157, 1.835, 4.042)  -0.355
C (5.967, -0.827, 0.907)  0.491
Cl (6.054, 0.789, 1.620)  -0.183
Cl (6.324, -0.784, -0.823)  -0.149
H (6.692, -1.471, 1.403)  0.356
H (4.962, -1.222, 1.051)  -0.530
C (-5.824, -0.223, -3.225)  -0.148
Cl (-7.412, 0.277, -3.812)  -0.139
Cl (-4.560, 0.134, -4.410)  -0.101
H (-5.603, 0.311, -2.302)  0.108
H (-5.838, -1.296, -3.036)  0.279
C (1.539, 1.026, 9.431)  0.356
Cl (2.393, 2.208, 10.429)  -0.147
Cl (2.333, -0.553, 9.489)  -0.174
H (0.519, 0.923, 9.799)  0.110
H (1.527, 1.377, 8.401)  -0.140
C (-4.102, 2.124, 8.505)  -0.248
Cl (-2.602, 1.530, 9.230)  -0.101
Cl (-4.880, 3.326, 9.539)  -0.144
H (-3.873, 2.579, 7.543)  0.212
H (-4.782, 1.285, 8.364)  0.288
C (-1.416, 1.776, -4.627)  -0.200
Cl (-0.248, 1.229, -5.834)  -0.068
Cl (-1.069, 1.074, -3.039)  0.020
H (-1.366, 2.861, -4.552)  0.342
H (-2.416, 1.473, -4.936)  -0.011
C (1.248, -1.663, -8.144)  0.559
Cl (2.143, -3.078, -8.705)  -0.155
Cl (2.298, -0.562, -7.239)  -0.168
H (0.842, -1.135, -9.005)  0.279
H (0.436, -1.992, -7.496)  -0.477
C (4.085, 2.053, -9.080)  0.156
Cl (5.592, 2.798, -8.537)  -0.151
Cl (2.889, 3.278, -9.521)  -0.162
H (4.291, 1.430, -9.949)  0.282
H (3.683, 1.441, -8.275)  -0.120
C (5.704, -0.041, 8.560)  0.102
Cl (6.509, -1.099, 7.393)  -0.169
Cl (6.844, 0.562, 9.768)  -0.150
H (5.270, 0.806, 8.030)  0.223
H (4.919, -0.602, 9.064)  -0.010
C (-3.216, -2.822, -6.294)  -0.090
Cl (-1.463, -2.590, -6.353)  -0.168
Cl (-3.776, -3.809, -7.647)  -0.155
H (-3.474, -3.321, -5.361)  0.267
H (-3.703, -1.849, -6.340)  0.087
C (-3.810, -3.406, 4.869)  -0.298
Cl (-5.406, -2.908, 4.289)  -0.168
Cl (-2.558, -3.058, 3.669)  -0.091
H (-3.583, -2.865, 5.785)  0.279
H (-3.824, -4.477, 5.066)  0.293
C (5.005, 5.748, -12.013)  0.148
Cl (6.512, 6.495, -11.470)  -0.152
Cl (3.809, 6.974, -12.454)  -0.155
H (5.211, 5.126, -12.882)  0.259
H (4.603, 5.135, -11.207)  -0.093
C (-8.003, -5.177, 3.094)  0.162
Cl (-7.224, -6.670, 2.556)  -0.153
Cl (-9.487, -5.516, 3.990)  -0.145
H (-7.315, -4.634, 3.740)  -0.131
H (-8.246, -4.571, 2.222)  0.263


# C32H33BaN7O2

A molecular structure, C32H33BaN7O2 in a non-equilibrium geometry (ωB97M-V with the def2-TZVPD basis set, OMol25).

The total energy is -1798.47926 hartree. The calculation puts the energy above the lowest of the compared OMol25 structures with the same formula, charge and spin at 13.77 kcal/mol.

Each line ends with the Mulliken charge.
Positions of all 75 atoms, in Å:
Ba (0.812, 1.347, -0.048)  1.865
C (0.146, 2.683, 4.573)  -0.608
C (0.516, 2.844, 3.224)  -0.508
N (-0.269, 2.491, 2.237)  -0.601
C (-1.484, 1.926, 2.461)  0.919
C (-1.938, 1.745, 3.782)  1.930
C (-1.081, 2.145, 4.833)  -0.888
C (-3.219, 1.170, 4.036)  -1.026
C (-3.953, 0.748, 2.953)  -1.408
C (-3.521, 0.859, 1.626)  -0.432
C (-2.318, 1.517, 1.270)  0.284
N (-1.822, 1.798, 0.067)  -0.241
C (-2.376, 1.586, -1.203)  0.436
C (-3.666, 1.190, -1.494)  -0.786
C (-4.098, 0.924, -2.815)  -1.030
C (-3.270, 1.057, -3.881)  -0.993
C (-1.960, 1.563, -3.673)  1.428
C (-1.081, 1.809, -4.752)  -0.713
C (0.130, 2.394, -4.546)  -0.711
C (0.459, 2.753, -3.223)  -0.195
N (-0.321, 2.497, -2.205)  -0.706
C (-1.525, 1.869, -2.373)  0.360
H (0.811, 2.993, 5.366)  0.424
H (1.471, 3.287, 2.965)  0.425
H (-1.416, 2.025, 5.857)  0.424
H (-3.606, 1.132, 5.047)  0.373
H (-4.930, 0.302, 3.116)  0.319
H (-4.159, 0.444, 0.870)  0.187
H (-4.393, 1.089, -0.711)  0.460
H (-5.119, 0.589, -2.958)  0.384
H (-3.595, 0.821, -4.887)  0.396
H (-1.397, 1.533, -5.751)  0.394
H (0.819, 2.596, -5.353)  0.428
H (1.386, 3.271, -3.001)  0.334
C (3.975, -1.315, 2.306)  -1.440
C (3.487, -0.338, 1.269)  0.823
O (2.247, 0.061, 1.426)  -0.476
C (4.299, 0.104, 0.273)  -1.246
C (3.822, 1.075, -0.726)  0.771
C (4.355, 2.483, -0.655)  -1.135
N (2.891, 0.896, -1.603)  -0.452
N (2.499, -0.420, -1.976)  -0.280
C (1.329, -0.990, -1.830)  0.511
O (0.265, -0.734, -1.122)  -0.783
C (1.236, -2.222, -2.689)  0.234
C (1.556, -2.139, -4.041)  -0.332
C (1.435, -3.247, -4.865)  -0.686
C (1.012, -4.461, -4.345)  -0.411
C (0.705, -4.555, -2.995)  -0.807
C (0.806, -3.440, -2.177)  -0.051
H (3.416, -2.250, 2.222)  0.289
H (3.779, -0.910, 3.301)  0.299
H (5.036, -1.545, 2.216)  0.386
H (5.351, -0.155, 0.294)  0.306
H (5.438, 2.462, -0.516)  0.392
H (3.960, 3.002, 0.225)  0.152
H (4.117, 3.051, -1.552)  0.318
H (1.909, -1.193, -4.430)  0.436
H (1.681, -3.163, -5.917)  0.372
H (0.925, -5.331, -4.983)  0.376
H (0.387, -5.500, -2.572)  0.387
H (0.573, -3.532, -1.125)  0.318
N (-2.090, -1.682, 3.963)  -0.050
C (-1.337, -2.497, 2.925)  -0.810
C (-0.364, -1.560, 2.245)  0.295
N (0.483, -2.340, 1.362)  -0.604
H (-2.846, -2.192, 4.418)  0.406
H (-2.521, -0.823, 3.576)  -0.218
H (-1.442, -1.367, 4.686)  0.435
H (-2.100, -2.907, 2.267)  0.316
H (-0.842, -3.308, 3.457)  0.377
H (0.264, -1.040, 2.974)  0.472
H (-0.975, -0.811, 1.717)  -0.190
H (-0.015, -2.434, 0.481)  0.126
H (1.261, -1.732, 1.106)  0.251